[1]
DFT (ωB97M-V/def2-TZVPD) results for a cluster of 2 separate species, C9H16NO in total in a non-equilibrium geometry.

The geometry in XYZ format:
```
27
C9H16NO ωB97M-V/def2-TZVPD
C 3.77 -1.07 0.90
C 0.79 0.46 2.42
C 1.97 -0.18 2.25
C 0.25 1.00 1.18
C 2.60 -0.19 0.98
C 0.90 1.18 0.05
C 2.13 0.58 -0.07
O -1.09 1.44 1.32
H 0.22 0.38 3.29
H 2.39 -0.86 3.02
H -1.22 2.01 2.15
H 0.52 1.67 -0.81
H 3.91 -1.83 0.20
H 3.93 -1.73 1.82
H 2.74 0.40 -0.97
H 4.53 -0.32 0.71
C -1.99 -0.37 -1.54
C -2.70 -1.18 -2.54
N -2.91 0.82 -0.95
H -1.88 -1.01 -0.60
H -1.11 0.10 -2.07
H -2.59 -0.81 -3.48
H -3.82 -1.47 -2.22
H -2.09 1.64 -0.96
H -3.83 0.96 -1.44
H -3.16 0.55 -0.01
H -2.26 -2.17 -2.64
```

Values from the calculation:
Kohn-Sham gap = 8.0 eV
charge = +1
LUMO energy = -0.1241 hartree

---

[2]
DFT (ωB97M-V/def2-TZVPD) results for a cluster of 2 separate species, C9H16NO in total in a non-equilibrium geometry.

The geometry in XYZ format:
```
27
C9H16NO ωB97M-V/def2-TZVPD
C 0.30 1.10 -1.82
C 1.60 1.66 -1.19
N -0.83 2.06 -1.37
H 0.36 1.25 -2.89
H 0.08 0.19 -1.27
H 1.69 1.22 -0.19
H 1.71 2.73 -1.20
H -1.47 1.58 -0.71
H -0.51 2.97 -1.06
H -1.43 2.20 -2.18
H 2.47 1.18 -1.67
C 1.75 -2.53 0.98
C -1.77 -1.35 0.44
C -1.69 -0.07 0.97
C -0.58 -2.03 0.22
C 0.54 -1.64 0.95
C -0.52 0.41 1.52
C 0.59 -0.44 1.65
O -2.71 0.86 0.86
H -2.73 -1.64 0.03
H -0.47 -2.89 -0.43
H -0.58 1.25 2.21
H -3.57 0.49 1.01
H 1.59 -3.48 1.47
H 2.60 -2.06 1.46
H 1.48 -0.14 2.18
H 2.09 -2.88 0.01
```

Values from the calculation:
Kohn-Sham gap = 9.0 eV
charge = +1
LUMO energy = -0.1133 hartree

---

[3]
DFT (ωB97M-V/def2-TZVPD) results for a cluster of 2 separate species, C9H16NO in total in a non-equilibrium geometry.

The geometry in XYZ format:
```
27
C9H16NO ωB97M-V/def2-TZVPD
C -2.20 0.31 2.27
C -2.19 -0.66 1.16
N -0.86 0.89 2.60
H -2.96 1.18 2.15
H -2.80 -0.26 3.24
H -1.31 -1.13 0.82
H -2.65 -0.35 0.24
H -0.44 0.24 3.26
H -0.25 0.87 1.77
H -0.88 1.89 2.98
H -2.79 -1.49 1.49
C -1.02 -1.36 -2.72
C 1.65 0.51 -0.07
C 1.01 1.42 -0.91
C 1.49 -0.86 0.06
C 0.09 0.76 -1.80
C 0.79 -1.44 -0.95
C -0.08 -0.66 -1.75
O 2.46 1.07 0.81
H 1.21 2.49 -0.94
H 3.37 1.35 0.53
H 2.02 -1.52 0.74
H -0.46 1.35 -2.48
H 0.63 -2.53 -1.22
H -0.66 -2.47 -2.64
H -0.87 -1.04 -3.90
H -2.04 -1.43 -2.36
```

Values from the calculation:
Kohn-Sham gap = 8.3 eV
charge = +1
LUMO energy = -0.1259 hartree

---

[4]
DFT (ωB97M-V/def2-TZVPD) results for a structure of composition C9H16NPdS4.

The geometry in XYZ format:
```
31
C9H16NPdS4 ωB97M-V/def2-TZVPD
Pd -0.17 0.32 -0.72
C -2.31 1.08 1.57
C -1.05 1.93 1.72
S 0.38 0.83 1.40
C 1.81 1.90 0.99
C 2.83 1.02 0.27
S 2.11 0.31 -1.28
C 2.40 -1.52 -1.16
C 1.11 -2.30 -1.44
S -0.08 -1.95 -0.09
C -1.77 -2.22 -0.77
C -2.76 -1.40 0.05
S -2.46 0.42 -0.15
H -3.19 1.70 1.75
H -2.32 0.24 2.27
H -0.93 2.29 2.75
H -1.00 2.77 1.03
H 2.21 2.26 1.94
H 1.46 2.74 0.38
H 3.18 0.19 0.89
H 3.69 1.62 -0.04
H 2.82 -1.75 -0.18
H 3.14 -1.76 -1.92
H 1.32 -3.37 -1.42
H 0.66 -2.05 -2.40
H -2.00 -3.28 -0.66
H -1.78 -1.97 -1.83
H -2.73 -1.64 1.11
H -3.77 -1.57 -0.31
N -0.46 3.08 -2.17
C -0.35 2.09 -1.59
```

Values from the calculation:
Kohn-Sham gap = 6.5 eV
charge = +3
LUMO energy = -0.5534 hartree

---

[5]
DFT (ωB97M-V/def2-TZVPD) results for a structure of composition C9H16NdOP in a non-equilibrium geometry.

The geometry in XYZ format:
```
28
C9H16NdOP ωB97M-V/def2-TZVPD
C 2.13 1.92 -1.77
C 1.45 2.02 -2.96
C 0.05 2.03 -3.20
C -1.01 2.19 -2.26
C -0.92 2.12 -0.89
Nd 0.52 0.36 -1.09
P 2.87 0.41 0.88
H 3.20 2.14 -1.70
H 1.98 2.08 -3.94
H -0.26 2.11 -4.25
H -1.71 2.53 -0.27
H -1.94 2.40 -2.82
H 2.82 1.04 2.16
H 4.18 0.87 0.56
H 3.31 -0.86 1.38
C -2.11 -2.44 1.41
C -0.80 -2.62 2.19
C -0.23 -1.21 2.11
O -0.49 -0.79 0.69
C -1.94 -1.18 0.54
H -2.38 -3.30 0.80
H -2.93 -2.25 2.11
H -0.16 -3.35 1.66
H -0.94 -2.99 3.22
H -0.83 -0.51 2.69
H 0.83 -1.08 2.34
H -2.20 -1.29 -0.54
H -2.51 -0.35 0.97
```

Values from the calculation:
Kohn-Sham gap (spin up / spin down) = 5.4 / 5.4 eV
LUMO energy (spin up / spin down) = -0.0063 / -0.0065 hartree
spin multiplicity = 4

---

[6]
DFT (ωB97M-V/def2-TZVPD) results for a structure of composition C9H16OSe in a non-equilibrium geometry.

The geometry in XYZ format:
```
27
C9H16OSe ωB97M-V/def2-TZVPD
C -0.02 1.36 -0.94
C -1.10 2.37 -0.46
C -2.46 1.66 -0.52
C -2.16 0.26 -1.06
C -0.75 0.17 -1.36
C -0.43 -0.85 1.84
C 1.07 -2.37 0.26
C 3.38 -0.27 0.07
C 0.66 -0.98 0.74
O 1.20 1.61 -0.92
Se 1.86 0.24 1.11
H -0.80 2.47 0.55
H -1.12 3.37 -0.92
H -2.87 1.64 0.49
H -3.20 2.12 -1.12
H -2.47 -0.57 -0.35
H -2.71 0.23 -2.00
H -0.16 -0.62 -1.85
H -1.50 -1.18 1.59
H -0.18 -1.45 2.71
H -0.55 0.19 2.23
H 0.20 -3.01 -0.16
H 1.75 -2.38 -0.49
H 1.52 -2.94 1.07
H 3.53 -1.32 0.12
H 3.15 -0.26 -0.96
H 4.15 0.51 0.33
```

Values from the calculation:
Kohn-Sham gap (spin up / spin down) = 6.6 / 6.7 eV
LUMO energy (spin up / spin down) = 0.0311 / -0.0501 hartree
spin multiplicity = 3

---

[7]
DFT (ωB97M-V/def2-TZVPD) results for the ion C9H17BNO4 with charge +1 in a non-equilibrium geometry.

The geometry in XYZ format:
```
32
C9H17BNO4 ωB97M-V/def2-TZVPD
B 0.51 2.86 1.22
C -2.90 2.22 0.20
C -2.25 2.23 -0.95
C 0.05 0.28 1.02
C -2.01 1.92 1.35
C -0.62 1.82 0.71
C -0.56 -2.54 0.17
C 0.95 -1.90 -1.74
C 1.88 -2.04 0.59
C 0.66 -1.72 -0.25
N -0.83 1.94 -0.77
O 0.16 -0.11 2.13
O 0.61 3.07 2.52
O 1.24 3.39 0.20
O 0.30 -0.28 -0.14
H -3.96 2.40 0.32
H -2.61 2.41 -1.95
H -2.04 2.71 2.10
H -2.30 1.00 1.86
H -0.74 -2.43 1.24
H -1.44 -2.22 -0.38
H -0.38 -3.58 -0.05
H 1.75 -1.24 -2.06
H 0.06 -1.68 -2.34
H 1.25 -2.92 -1.93
H 2.72 -1.42 0.29
H 1.68 -1.88 1.64
H 2.15 -3.08 0.44
H -0.54 1.06 -1.21
H -0.21 2.69 -1.12
H 1.30 3.62 2.91
H 1.95 3.99 0.41
```

Values from the calculation:
Kohn-Sham gap (spin up / spin down) = 6.7 / 7.3 eV
charge = +1
LUMO energy (spin up / spin down) = -0.1046 / -0.2387 hartree
spin multiplicity = 3

---

[8]
DFT (ωB97M-V/def2-TZVPD) results for an isolated molecule of C9H17BO in a non-equilibrium geometry.

The geometry in XYZ format:
```
28
C9H17BO ωB97M-V/def2-TZVPD
B 0.21 0.25 0.22
C -2.00 -0.59 -0.81
C 2.59 0.31 -0.34
C -1.31 -0.16 0.29
C 1.56 -0.46 0.17
C -3.45 -0.91 -0.82
C 4.06 -0.23 -0.45
C -1.90 0.00 1.63
C 1.72 -1.93 0.38
C -0.59 2.73 -0.25
O 0.45 1.89 0.14
H -1.34 -0.59 -1.67
H 2.35 1.35 -0.43
H -3.93 -0.47 -1.68
H -3.88 -0.48 0.08
H -3.97 -1.95 -0.91
H 4.71 0.64 -0.43
H 4.11 -0.61 -1.44
H 4.40 -0.90 0.30
H -1.29 0.60 2.23
H -2.86 0.39 1.64
H -2.09 -1.06 2.11
H 1.76 -2.21 -0.63
H 2.49 -2.10 1.03
H 0.82 -2.51 0.72
H -1.61 2.26 -0.03
H -0.58 2.99 -1.28
H -0.42 3.75 0.25
```

Values from the calculation:
Kohn-Sham gap = 9.4 eV
LUMO energy = 0.0203 hartree
SMILES string = C/C=C(\C)B(OC)/C(C)=C/C

---

[9]
DFT (ωB97M-V/def2-TZVPD) results for a structure of composition C9H17Cl2GaNO.

The geometry in XYZ format:
```
31
C9H17Cl2GaNO ωB97M-V/def2-TZVPD
C -3.88 4.09 -2.47
C -4.22 3.23 -1.27
O -4.76 2.01 -1.67
Ga -3.71 0.46 -1.45
C -1.71 0.90 -1.15
Cl -0.92 2.32 -1.85
C -0.86 0.12 -0.47
C 0.60 0.37 -0.24
Cl -1.40 -1.37 0.28
H -4.81 4.23 -3.03
H -3.53 5.08 -2.18
H -3.17 3.59 -3.11
H -3.35 3.13 -0.61
H -4.98 3.78 -0.69
H -3.80 -0.40 -2.81
H -4.25 -0.44 -0.24
H 0.76 1.21 0.43
H 1.04 -0.50 0.24
H 1.13 0.51 -1.17
C 4.31 -3.95 2.34
C 4.07 -2.49 2.70
C 3.07 -1.80 1.76
C 3.55 -1.81 0.37
N 3.95 -1.83 -0.70
H 4.75 -4.05 1.35
H 5.01 -4.41 3.05
H 3.38 -4.52 2.36
H 5.02 -1.94 2.68
H 3.69 -2.42 3.72
H 2.91 -0.77 2.05
H 2.11 -2.31 1.79
```

Values from the calculation:
Kohn-Sham gap = 7.0 eV
charge = -1
LUMO energy = 0.0893 hartree

---

[10]
DFT (ωB97M-V/def2-TZVPD) results for a structure of composition C9H17CuNOP in a non-equilibrium geometry.

The geometry in XYZ format:
```
30
C9H17CuNOP ωB97M-V/def2-TZVPD
C -2.11 -2.40 -0.27
C -1.49 -3.39 -1.11
C -1.29 -2.84 -2.39
C -1.78 -1.51 -2.39
C -2.31 -1.22 -1.10
Cu -1.27 -0.56 1.06
P -1.04 -1.17 3.06
H -2.63 -2.62 0.66
H -1.19 -4.37 -0.79
H -0.74 -3.29 -3.20
H -2.86 -0.32 -0.81
H -1.73 -0.81 -3.19
H 0.34 -1.21 3.42
H -1.62 -2.38 3.53
H -1.61 -0.08 3.80
C 2.33 3.15 -0.10
N 1.93 1.77 0.22
C 2.79 0.98 1.07
C 0.76 1.22 -0.14
C -0.17 1.91 -1.07
O 0.51 0.07 0.33
H 3.29 3.32 0.41
H 1.58 3.88 0.28
H 2.46 3.29 -1.19
H 2.30 0.73 2.01
H 3.07 0.05 0.56
H 3.69 1.58 1.27
H -0.35 1.25 -1.92
H -1.12 2.09 -0.56
H 0.24 2.86 -1.43
```

Values from the calculation:
Kohn-Sham gap (spin up / spin down) = 2.8 / 5.9 eV
charge = -1
LUMO energy (spin up / spin down) = 0.1100 / 0.1042 hartree
spin multiplicity = 2

---

[11]
DFT (ωB97M-V/def2-TZVPD) results for a cluster of 2 separate species, C9H17F in total in a non-equilibrium geometry.

The geometry in XYZ format:
```
27
C9H17F ωB97M-V/def2-TZVPD
C 4.16 1.10 0.23
C 3.47 0.33 -0.58
C 0.43 1.88 -0.04
C 0.74 0.35 1.89
C -0.88 -0.36 -1.61
C -2.30 0.82 -0.06
C -1.35 -1.40 0.53
C 0.00 0.82 0.60
C -1.09 -0.03 -0.11
F 3.79 -0.89 -0.73
H 4.91 0.57 0.81
H 3.88 2.08 0.62
H 1.16 2.41 0.49
H 2.48 0.64 -1.07
H 0.35 2.01 -1.14
H 1.17 -0.63 1.73
H 0.03 0.31 2.70
H 1.68 0.94 2.16
H -1.07 0.54 -2.17
H 0.26 -0.52 -1.70
H -1.48 -1.25 -1.89
H -2.63 0.81 0.99
H -2.14 1.86 -0.47
H -3.22 0.50 -0.53
H -2.26 -1.98 0.06
H -1.67 -1.32 1.63
H -0.42 -2.02 0.48
```

Values from the calculation:
Kohn-Sham gap = 10.2 eV
LUMO energy = 0.0303 hartree
SMILES string = C=C(C)C(C)(C)C.C=CF

---

[12]
DFT (ωB97M-V/def2-TZVPD) results for a cluster of 2 separate species, C9H17N2OP in total in a non-equilibrium geometry.

The geometry in XYZ format:
```
30
C9H17N2OP ωB97M-V/def2-TZVPD
C 3.06 0.20 -0.46
C -0.36 -0.70 -2.99
C -1.48 -1.39 0.58
C 2.25 1.11 -1.10
C 0.68 -0.48 -2.21
C -0.30 -0.97 1.02
C -1.82 -2.82 0.37
C -1.81 1.71 1.87
C -0.45 1.52 1.16
N 1.13 0.82 -1.82
N 0.20 0.27 1.43
O 1.94 1.87 2.14
P 1.84 0.45 1.96
H 3.92 0.68 -0.13
H 2.86 -0.83 -0.49
H -0.71 -1.69 -3.27
H -0.96 0.07 -3.31
H -2.14 -0.57 0.37
H 2.36 2.17 -1.01
H 1.23 -1.21 -1.67
H 0.47 -1.78 1.11
H -1.23 -3.11 -0.64
H -1.43 -3.57 1.12
H -2.90 -2.73 0.30
H -1.84 2.80 2.05
H -2.62 1.39 1.30
H -2.05 1.15 2.85
H -0.72 1.68 0.08
H 0.16 2.30 1.51
H 0.69 1.66 -2.12
```

Values from the calculation:
Kohn-Sham gap = 8.4 eV
LUMO energy = 0.0189 hartree
SMILES string = C/C=C/N(CC)P=O.C=CNC=C

---

Q: What is the formula in the fifth record?
A: C9H16NdOP

---

Copy entry 12 word for word.
DFT (ωB97M-V/def2-TZVPD) results for a cluster of 2 separate species, C9H17N2OP in total in a non-equilibrium geometry.

The geometry in XYZ format:
```
30
C9H17N2OP ωB97M-V/def2-TZVPD
C 3.06 0.20 -0.46
C -0.36 -0.70 -2.99
C -1.48 -1.39 0.58
C 2.25 1.11 -1.10
C 0.68 -0.48 -2.21
C -0.30 -0.97 1.02
C -1.82 -2.82 0.37
C -1.81 1.71 1.87
C -0.45 1.52 1.16
N 1.13 0.82 -1.82
N 0.20 0.27 1.43
O 1.94 1.87 2.14
P 1.84 0.45 1.96
H 3.92 0.68 -0.13
H 2.86 -0.83 -0.49
H -0.71 -1.69 -3.27
H -0.96 0.07 -3.31
H -2.14 -0.57 0.37
H 2.36 2.17 -1.01
H 1.23 -1.21 -1.67
H 0.47 -1.78 1.11
H -1.23 -3.11 -0.64
H -1.43 -3.57 1.12
H -2.90 -2.73 0.30
H -1.84 2.80 2.05
H -2.62 1.39 1.30
H -2.05 1.15 2.85
H -0.72 1.68 0.08
H 0.16 2.30 1.51
H 0.69 1.66 -2.12
```

Values from the calculation:
Kohn-Sham gap = 8.4 eV
LUMO energy = 0.0189 hartree
SMILES string = C/C=C/N(CC)P=O.C=CNC=C